1.
The following is a quantum chemistry calculation of 11 unconnected molecules or ions with the total composition C20H54Cl8O9S9, from the OMol25 dataset.

E, hartree: -8736.3042
HOMO, eV: -8.661
Energy above the lowest of the compared OMol25 structures with the same formula, charge and spin, kcal per mole: 107.5

Last column: Mulliken charge in e.
Atoms and positions in Å:
C1 -4.511715 2.424464 -2.218783  -0.9842
S1 -5.312591 2.111299 -0.507727  0.5547
O1 -5.554040 3.485831 0.062955  -0.6504
C2 -6.985161 1.432112 -0.858739  -0.8079
H1 -5.110597 3.202061 -2.692893  0.3543
H2 -4.344128 1.589281 -2.898845  0.3513
H3 -3.583569 2.980144 -2.085190  0.3241
H4 -7.787027 2.059183 -0.468999  0.3237
H5 -7.036562 0.432096 -0.428156  0.2512
H6 -7.170030 1.399927 -1.932471  0.2859
C3 0.785428 -0.347167 -1.132399  -0.9727
S2 0.700736 0.510472 0.514063  0.5802
O2 -0.210233 1.606623 0.022812  -0.6021
C4 -0.335823 -0.821957 1.186220  -0.9663
H7 -0.202227 -0.283000 -1.589041  0.3283
H8 0.969521 -1.420524 -1.086463  0.3777
H9 1.548950 0.266294 -1.610741  0.2828
H10 -0.590014 -0.690729 2.238016  0.3394
H11 0.309358 -1.700096 1.159504  0.3528
H12 -1.257812 -0.950801 0.619263  0.2752
C5 4.070323 4.391239 1.536643  -0.8236
S3 4.099135 5.096029 -0.138809  0.4638
O3 4.131207 3.996592 -1.150835  -0.5633
C6 2.348970 5.835500 -0.267062  -0.9481
H13 4.834741 3.614238 1.541934  0.3058
H14 3.114319 3.970128 1.847775  0.2353
H15 4.329791 5.173143 2.250368  0.3599
H16 1.551299 5.138023 -0.011459  0.2687
H17 1.921114 6.074310 -1.240714  0.3238
H18 2.172032 6.659948 0.423650  0.3738
C7 -0.015334 5.613328 5.741163  -0.8780
S4 -0.521824 4.547471 4.320786  0.5027
O4 -0.270274 3.141672 4.907211  -0.5900
C8 -2.343096 4.742996 4.560587  -0.9368
H19 -0.734039 6.432271 5.770440  0.3463
H20 1.064532 5.752423 5.689853  0.2975
H21 -0.303236 5.035649 6.619521  0.2911
H22 -2.588031 4.339926 5.543254  0.2965
H23 -2.920729 4.150272 3.851274  0.3270
H24 -2.552093 5.809638 4.478639  0.3441
C9 0.747223 -1.205434 -7.516228  -0.9632
S5 -0.344626 -2.419424 -6.765633  0.4999
O5 -1.574585 -1.840932 -6.130949  -0.6025
C10 -0.780578 -3.123462 -8.377277  -0.9023
H25 0.299234 -0.557033 -8.269223  0.3314
H26 1.591024 -1.738280 -7.954603  0.3707
H27 1.256602 -0.676527 -6.710690  0.3288
H28 -1.537120 -2.473792 -8.817346  0.3130
H29 -1.167549 -4.142402 -8.387867  0.3174
H30 0.082007 -3.031549 -9.037277  0.3055
C11 -5.088079 -3.675355 0.811001  -0.8404
S6 -6.265546 -4.974760 0.204530  0.4724
O6 -5.789215 -5.330633 -1.191319  -0.6150
C12 -5.629499 -6.289197 1.276295  -0.9515
H31 -4.569370 -3.155806 0.005330  0.3039
H32 -4.327383 -3.925328 1.550561  0.3038
H33 -5.769155 -2.934151 1.229151  0.3173
H34 -5.967546 -7.297472 1.037108  0.3326
H35 -5.787438 -6.172517 2.348461  0.3728
H36 -4.551063 -6.403413 1.166692  0.3052
C13 0.790435 4.015471 -5.544433  -0.8911
S7 2.517947 4.464701 -5.785725  0.5449
O7 2.792745 3.424854 -6.906483  -0.6494
C14 2.317117 6.223552 -6.396849  -1.0167
H37 0.362158 3.621803 -6.466220  0.3232
H38 0.165933 4.775859 -5.075488  0.3477
H39 0.754962 3.178655 -4.846881  0.2980
H40 1.472106 6.589555 -6.980028  0.3425
H41 3.165547 6.487792 -7.028074  0.3515
H42 2.467254 6.986176 -5.632677  0.3506
C15 5.931158 -0.730946 -4.289018  -0.9391
S8 6.348969 -1.895918 -2.937589  0.4943
O8 7.699810 -2.505304 -3.265190  -0.6232
C16 6.559884 -0.567644 -1.713639  -0.8624
H43 5.868901 -1.137295 -5.298524  0.3296
H44 6.467527 0.211345 -4.400792  0.3642
H45 4.946203 -0.336906 -4.038629  0.3126
H46 5.714200 0.119298 -1.745796  0.2595
H47 7.553481 -0.119570 -1.722528  0.3284
H48 6.519424 -0.892433 -0.673935  0.3389
C17 0.878241 -7.986635 2.528335  -0.8526
S9 0.591171 -6.589795 3.677259  0.4598
O9 -0.669264 -5.748451 3.314299  -0.5892
C18 0.082544 -7.708464 5.099540  -0.9765
H49 1.526031 -7.676905 1.708243  0.3227
H50 -0.075708 -8.453755 2.283634  0.2984
H51 1.428401 -8.664244 3.181242  0.3153
H52 -0.517864 -8.587054 4.863564  0.3323
H53 -0.404388 -7.100999 5.862423  0.3134
H54 0.983517 -8.145455 5.530097  0.3752
C19 4.001463 -1.436217 6.874122  0.3535
Cl1 3.634089 0.196888 7.281006  -0.0703
Cl2 5.708090 -1.839391 6.769784  -0.1004
Cl3 3.340965 -2.502000 8.128578  -0.1185
Cl4 3.146595 -1.835108 5.362319  -0.0624
C20 -2.953044 -0.615548 9.041461  0.3532
Cl5 -2.088020 0.766363 9.754375  -0.0916
Cl6 -2.545663 -1.989436 10.090266  -0.1128
Cl7 -4.672530 -0.368561 8.928234  -0.0890
Cl8 -2.349000 -1.061118 7.432393  -0.0590

Atoms 1-2, force components in eV/Å:
C -0.9181 0.8245 0.3852
S 0.4492 0.9314 -0.1720

***

2.
The following is a quantum chemistry calculation of 7 unconnected molecules or ions with the total composition C20H54F2N3O16S2, from the OMol25 dataset.

E, hartree: -3158.5380
HOMO, eV: -6.024
Charge: -1
Energy above the lowest of the compared OMol25 structures with the same formula, charge and spin, kcal per mole: 0.0

Last column: Mulliken charge in e.
Atoms and positions in Å:
N1 -2.038685 -0.695238 0.046512  -0.5024
S1 -3.495846 -0.367246 0.699482  1.1089
O1 -4.202335 0.639036 -0.013964  -0.6243
O2 -3.578169 -0.440480 2.114388  -0.6030
F1 -4.205363 -1.699662 0.185402  -0.2645
S2 -1.269079 0.717513 0.106268  0.4494
O3 -1.425549 1.449805 1.305750  -0.5016
O4 -1.219650 1.430748 -1.108141  -0.4872
F2 0.174793 0.091139 0.247992  -0.2259
C1 -4.085385 3.793625 -3.943724  -0.6784
O5 -3.059849 3.295002 -4.740952  -0.3649
C2 -1.896911 3.076185 -3.990704  -0.1839
C3 -0.804070 2.460796 -4.825778  -0.4675
N2 0.195874 1.849461 -3.996575  0.1168
C4 1.392480 1.366759 -4.601261  -0.9334
C5 1.280885 -0.039445 -5.185576  -0.4982
O6 0.768869 0.077941 -6.483196  -0.2811
C6 0.715685 -1.161687 -7.166425  -0.7027
H1 -4.889082 4.091475 -4.624064  0.2628
H2 -3.774038 4.686249 -3.386211  0.2897
H3 -4.515752 3.071683 -3.239544  0.2642
H4 -2.129858 2.386545 -3.154369  0.1564
H5 -1.527433 3.933853 -3.394325  0.2717
H6 -0.311033 3.274148 -5.404605  0.1743
H7 -1.246271 1.799185 -5.574473  0.2436
H8 0.224522 2.146397 -3.039633  0.0972
H9 2.196261 1.331700 -3.861409  0.4285
H10 1.718931 2.009093 -5.436706  0.3450
H11 0.607557 -0.662358 -4.589293  0.3012
H12 2.309107 -0.439985 -5.210155  0.4580
H13 0.556402 -0.931203 -8.210266  0.2293
H14 -0.067640 -1.778502 -6.710886  0.2746
H15 1.660713 -1.693798 -6.990648  0.2918
C7 7.873755 2.597090 4.866181  -0.7174
O7 7.260051 1.976695 3.775899  -0.3091
C8 7.315684 0.578935 3.846089  -0.7323
C9 6.231067 -0.062640 4.672863  -0.7439
N3 4.889579 0.310034 4.358380  -0.0926
C10 4.483678 0.160463 2.986083  -0.5819
C11 3.054781 0.567895 2.754696  -0.4430
O8 2.890790 1.921823 3.124504  -0.4106
C12 1.941836 2.572074 2.319414  -0.4977
H16 7.325765 2.390651 5.793584  0.2830
H17 7.878479 3.675008 4.712479  0.2548
H18 8.928206 2.285762 4.938359  0.2945
H19 8.345450 0.304619 4.111771  0.4936
H20 7.190555 0.225785 2.817372  0.3031
H21 6.420941 -0.078201 5.751351  0.4645
H22 6.414539 -1.159556 4.463749  0.3502
H23 4.240127 -0.046694 5.039040  0.2227
H24 4.556774 -0.914060 2.709252  0.2504
H25 5.081684 0.781133 2.316920  0.2986
H26 2.427424 -0.020904 3.441546  0.3351
H27 2.823972 0.397684 1.703990  0.2750
H28 2.087279 2.530523 1.231228  0.2953
H29 1.906921 3.632116 2.555711  0.1944
H30 0.955269 2.156534 2.565706  0.2594
C13 -3.376762 -4.568507 3.791283  -0.3630
C14 -3.256206 -3.091080 4.097160  -0.3628
O9 -1.899135 -2.698828 4.230551  -0.5577
O10 -2.918015 -4.887288 2.504084  -0.5090
H31 -4.395142 -4.938694 3.945151  0.3441
H32 -2.810572 -5.120408 4.565388  0.2339
H33 -3.726926 -2.896824 5.067825  0.4167
H34 -3.851627 -2.537517 3.361723  0.0675
H35 -1.577474 -2.492792 3.338216  0.4296
H36 -2.152722 -4.327891 2.317117  0.2990
C15 -0.603940 -3.842605 0.646951  -1.0298
C16 -1.405776 -4.181036 -0.609603  -0.1401
O11 -1.797232 -3.059085 -1.347254  -0.4285
O12 -1.196791 -2.789123 1.430284  -0.5226
H37 0.388443 -3.480536 0.349434  0.4332
H38 -0.561196 -4.787992 1.186362  0.5036
H39 -2.304090 -4.662126 -0.191432  0.2927
H40 -0.791915 -4.824339 -1.234171  0.3434
H41 -1.977041 -2.273203 -0.801248  0.5434
H42 -1.394255 -2.081837 0.787560  0.5352
C17 -3.325823 -5.430197 -3.965228  -0.0814
C18 -4.299629 -4.341188 -3.570052  -0.3204
O13 -4.762537 -4.506196 -2.258056  -0.5673
O14 -2.577573 -4.991023 -5.094524  -0.5046
H43 -3.864562 -6.368546 -4.153309  0.3207
H44 -2.629618 -5.618266 -3.138179  0.0464
H45 -5.047244 -4.250617 -4.361780  0.3613
H46 -3.723729 -3.406936 -3.658316  0.1716
H47 -4.102283 -4.092327 -1.687891  0.2856
H48 -2.304581 -5.744159 -5.621354  0.2832
C19 -0.394774 6.284130 2.687808  -0.4455
C20 -1.461693 5.407587 3.312703  -0.4695
O15 -2.174143 4.632356 2.408696  -0.4659
O16 0.735244 5.549562 2.301054  -0.4287
H49 -0.136756 7.067211 3.418626  0.2895
H50 -0.886684 6.851991 1.888229  0.3076
H51 -2.152394 6.151287 3.740593  0.3111
H52 -1.085153 4.838058 4.170366  0.3216
H53 -1.678227 3.871211 2.083169  0.2830
H54 0.895828 5.786312 1.383023  0.2825

Atoms 1-2, force components in eV/Å:
N -1.1304 1.9674 0.7889
S -1.6047 -1.3987 -0.7634

***

> Which of these has the highest E?

C20H54F2N3O16S2

***

> What is the formula in the first record?

C20H54Cl8O9S9

***

> Among the records above, which one has the highest E?

C20H54F2N3O16S2

***

> What is the E in the first record?

-8736.3042 hartree